The following is a DFT calculation (wB97M-V/def2-TZVPD) of a molecular structure, C20H28BrN2O3PbSi.

Last column: Mulliken charge in e.
CARTESIAN COORDINATES (ANGSTROEM)
Pb -0.49 -0.07 -0.39  1.030
C -1.23 2.33 2.20  -1.019
O -0.21 1.98 1.27  -0.301
C 1.09 2.24 1.62  0.871
C 1.48 2.85 2.79  -0.419
C 2.84 3.07 3.02  -0.789
Br 3.38 3.89 4.62  -0.183
C 3.79 2.69 2.09  -0.599
C 3.39 2.08 0.90  1.041
C 2.04 1.85 0.67  -0.004
O 1.58 1.27 -0.47  -0.708
C 4.34 1.69 -0.14  -0.194
N 3.96 1.13 -1.27  -0.303
C 5.12 0.93 -2.01  0.368
C 5.31 0.39 -3.28  -0.501
C 6.60 0.32 -3.76  -0.683
C 7.70 0.76 -2.99  -0.448
C 7.52 1.30 -1.73  -1.083
C 6.22 1.37 -1.26  0.528
N 5.69 1.85 -0.07  -0.053
H -1.27 3.41 2.33  0.365
H -1.07 1.84 3.16  0.420
H -2.17 1.99 1.77  0.264
H 0.76 3.16 3.53  0.542
H 4.83 2.88 2.30  0.505
H 2.41 1.08 -1.06  0.753
H 4.48 0.06 -3.88  0.363
H 6.79 -0.09 -4.74  0.415
H 8.69 0.68 -3.40  0.396
H 8.36 1.64 -1.15  0.399
H 6.20 2.26 0.68  0.227
C 0.10 -4.06 0.20  -1.048
Si -0.38 -2.91 1.61  0.137
C 0.17 -3.65 3.23  -1.006
C -2.24 -2.67 1.60  -1.043
C 0.41 -1.24 1.32  -1.080
H -0.28 -5.07 0.38  0.373
H 1.19 -4.15 0.11  0.315
H -0.32 -3.75 -0.76  0.340
H -0.30 -4.62 3.40  0.315
H -0.11 -3.00 4.07  0.321
H 1.25 -3.79 3.26  0.326
H -2.76 -3.61 1.81  0.324
H -2.62 -2.33 0.63  0.312
H -2.55 -1.95 2.36  0.331
H 1.49 -1.31 1.14  0.448
H 0.28 -0.61 2.21  0.415
C 1.08 -0.17 -3.72  -1.155
C 1.74 -1.28 -2.94  -0.288
O 0.94 -1.56 -1.76  -0.348
H 1.65 0.03 -4.62  0.398
H 1.04 0.76 -3.14  0.206
H 0.07 -0.44 -4.01  0.353
H 2.74 -1.00 -2.62  0.278
H 1.80 -2.19 -3.53  0.450
H 1.31 -2.31 -1.28  0.129

## Properties
Kohn-Sham gap in eV: 8.52
Relative energy (zero: lowest compared OMol25 entry of this formula, charge and spin) in eV: 0.000
HOMO in eV: -11.2
M in g mol⁻¹: 659.64
Net charge: +1